{"formula": "C43H35N4O5PdS3Sb", "method": "the ωB97M-V functional and the def2-TZVPD basis", "elements": ["Pd", "N", "C", "C", "C", "C", "C", "C", "S", "N", "C", "C", "C", "C", "C", "C", "N", "H", "H", "H", "H", "H", "H", "H", "H", "H", "C", "C", "C", "C", "C", "C", "Sb", "C", "C", "C", "C", "C", "C", "C", "C", "C", "C", "C", "C", "H", "H", "H", "H", "H", "H", "H", "H", "H", "H", "H", "H", "H", "H", "H", "O", "C", "O", "C", "C", "C", "C", "S", "C", "C", "H", "H", "H", "H", "H", "N", "C", "C", "C", "C", "C", "C", "S", "O", "O", "O", "H", "H", "H", "H", "H", "H"], "xyz": [[0.1718, 0.6247, -0.3199], [-2.9623, -0.6544, 2.3401], [-2.9018, -0.1179, 3.6101], [-3.6415, -0.6840, 4.6413], [-3.6153, -0.1356, 5.9159], [-2.8328, 0.9730, 6.1758], [-2.0826, 1.5405, 5.1530], [-2.1202, 1.0128, 3.8772], [-1.1800, 1.7777, 2.5688], [-1.5390, 0.8892, 1.1911], [-2.3180, -0.1479, 1.2132], [-2.6468, -0.8050, -0.0318], [-3.8954, -1.4251, -0.2161], [-4.1644, -2.0552, -1.4054], [-3.1906, -2.0613, -2.4070], [-2.0022, -1.3982, -2.1559], [-1.7196, -0.7890, -1.0160], [-3.3310, -1.5879, 2.2669], [-4.2299, -1.5704, 4.4440], [-4.1994, -0.5894, 6.7037], [-2.7954, 1.3970, 7.1692], [-1.4422, 2.3877, 5.3434], [-4.6456, -1.3849, 0.5623], [-5.1179, -2.5391, -1.5607], [-3.3608, -2.5829, -3.3384], [-1.2181, -1.3803, -2.9104], [3.5678, -0.4628, -6.8684], [4.4283, -0.5263, -5.7863], [3.9263, -0.5232, -4.4974], [2.5615, -0.4466, -4.2596], [1.7113, -0.4143, -5.3544], [2.2024, -0.4141, -6.6476], [1.7644, -0.5610, -2.2155], [3.6372, 0.1279, -1.3845], [4.1787, 1.3583, -1.7297], [5.2994, 1.8303, -1.0681], [5.9126, 1.0549, -0.0988], [5.4173, -0.2048, 0.1914], [4.2670, -0.6584, -0.4307], [0.7486, 1.3667, -2.3760], [1.1411, 2.4224, -1.5287], [0.4293, 3.6230, -1.5372], [-0.6639, 3.7857, -2.3715], [-1.0507, 2.7516, -3.2073], [-0.3690, 1.5437, -3.1897], [3.9569, -0.4642, -7.8775], [5.4967, -0.5852, -5.9488], [4.6055, -0.5829, -3.6590], [0.6411, -0.3912, -5.1982], [1.5187, -0.3845, -7.4865], [3.7141, 1.9494, -2.5135], [5.6849, 2.8158, -1.2926], [6.7661, 1.4409, 0.4419], [5.9117, -0.8228, 0.9257], [3.8387, -1.6152, -0.1575], [2.0738, 2.3486, -0.9727], [0.7373, 4.4387, -0.8922], [-1.2194, 4.7154, -2.3641], [-1.8987, 2.8791, -3.8673], [-0.7137, 0.7442, -3.8365], [5.2251, 6.2382, 3.2116], [5.6279, 4.9342, 3.3493], [6.6657, 4.7145, 3.9373], [4.7491, 3.9200, 2.7872], [4.9761, 2.5738, 3.1293], [4.1477, 1.5777, 2.6954], [3.0378, 1.8641, 1.8774], [2.0097, 0.5793, 1.4382], [2.8281, 3.2022, 1.5034], [3.6604, 4.1986, 1.9434], [4.3607, 6.2689, 2.7814], [5.8163, 2.3468, 3.7715], [4.3195, 0.5488, 2.9778], [1.9801, 3.4398, 0.8773], [3.4579, 5.2109, 1.6065], [0.2244, -2.0311, 0.9913], [1.1706, -3.0082, 1.2624], [1.4262, -4.0221, 0.3348], [2.2270, -5.0944, 0.6862], [2.8025, -5.1542, 1.9370], [2.6043, -4.1311, 2.8390], [1.7990, -3.0585, 2.5086], [3.6275, -6.6745, 2.4356], [4.3582, -6.3668, 3.6655], [2.5031, -7.5965, 2.6364], [4.4960, -7.0547, 1.3181], [0.0529, -1.8707, -0.0020], [0.3482, -1.1700, 1.5222], [0.9729, -3.9686, -0.6533], [2.4185, -5.9030, -0.0018], [3.0874, -4.1923, 3.8011], [1.6380, -2.2458, 3.2046]], "forces_ev_per_a": [[0.3, 0.8, -0.1], [0.0, -0.2, -0.7], [0.0, 0.4, 0.8], [0.1, 0.1, -0.1], [0.1, 0.0, 0.1], [0.0, 0.0, 0.1], [0.0, -0.1, -0.1], [0.0, -0.1, -0.5], [0.0, 0.2, 0.5], [-0.9, -1.1, 0.0], [0.5, 1.2, 1.1], [-0.2, -0.6, -1.4], [0.4, 0.3, 0.3], [0.3, -0.1, -0.6], [-0.4, 0.0, 0.4], [0.0, -0.1, -0.4], [-0.4, 0.1, 1.0], [0.2, 0.0, 0.0], [-0.1, -0.1, 0.0], [0.0, 0.0, 0.0], [0.0, 0.0, 0.0], [0.1, 0.2, 0.1], [0.0, 0.0, 0.0], [-0.1, 0.0, 0.0], [0.1, 0.0, 0.0], [0.0, 0.0, 0.1], [0.0, 0.0, -0.1], [0.2, 0.0, -0.1], [0.1, 0.0, 0.1], [-0.1, -0.1, 0.3], [-0.1, 0.0, 0.0], [-0.1, 0.0, -0.2], [0.5, 0.4, -0.2], [-0.5, -0.2, -0.4], [-0.1, 0.0, -0.1], [0.1, 0.2, 0.0], [0.1, 0.0, -0.1], [0.1, -0.1, 0.1], [0.0, -0.1, -0.1], [0.5, -0.5, 0.2], [0.4, 0.1, -0.1], [-0.2, 0.2, 0.0], [0.2, 0.2, 0.2], [-0.1, -0.3, -0.2], [-0.3, 0.3, -0.2], [0.0, 0.0, -0.1], [0.1, 0.0, 0.0], [0.1, 0.0, 0.0], [-0.1, 0.0, 0.0], [0.0, 0.0, -0.1], [0.1, 0.0, 0.1], [0.0, 0.1, 0.0], [0.1, 0.0, 0.0], [0.0, -0.1, 0.1], [0.1, 0.0, 0.1], [-0.3, 0.1, -0.1], [0.0, 0.0, 0.0], [0.0, 0.0, 0.0], [-0.1, 0.0, 0.0], [0.0, 0.0, 0.0], [0.1, 0.1, 0.0], [0.5, 0.2, 0.3], [-0.4, 0.2, -0.2], [-0.3, -0.5, -0.3], [0.1, 0.4, 0.1], [0.0, 0.1, 0.0], [-0.3, -0.1, 0.0], [-0.5, -0.6, 0.1], [-0.1, 0.1, -0.1], [0.3, 0.1, 0.3], [0.1, -0.1, 0.1], [0.0, 0.0, 0.0], [0.0, 0.0, 0.0], [0.0, 0.0, 0.0], [0.0, 0.0, 0.0], [-0.4, 0.0, 0.0], [0.0, -0.4, 0.2], [0.0, 0.1, 0.0], [0.0, 0.1, -0.2], [0.4, -0.7, 0.3], [0.1, 0.2, 0.1], [-0.1, 0.1, -0.2], [0.1, -0.4, 0.0], [-0.2, 0.1, -0.2], [0.3, 0.2, 0.0], [-0.3, 0.2, 0.2], [0.2, 0.1, 0.6], [0.0, -0.3, -0.4], [0.0, 0.0, 0.1], [0.0, -0.1, -0.1], [0.0, 0.0, 0.2], [0.0, 0.1, 0.1]], "relative_energy_kcal_mol": 20.8, "max_force_ev_per_a": 1.71, "spin_multiplicity": 1, "charge": -2, "homo_lumo_gap_ha": 0.197}